Density functional theory data (wB97M-V/def2-TZVPD) for a cluster of 15 separate species, C38H106O15 in total in a non-equilibrium geometry.

- energy relative to the best compared isomer or geometry (same formula, charge and spin) (kcal/mol) = 20.01
- HOMO-LUMO gap (hartree) = 0.3467
- HOMO (eV) = -9.32
- maximum force (eV/Å) = 2.8

Each atom is followed by the atoms it is bonded to, with distances in Å.
Geometry (Å):
1 C -6.25399 -2.29877 1.87670  C2 1.498, H4 1.090, H5 1.090, H6 1.090
2 C -4.80121 -2.55397 2.13663  C1 1.498, O3 1.376, H7 1.090, H8 1.090
3 O -4.09115 -1.88818 1.16386  C2 1.376, H9 0.960
4 H -6.51334 -1.24177 1.81690  C1 1.090
5 H -6.82679 -2.68230 2.72104  C1 1.090
6 H -6.53437 -2.75233 0.92603  C1 1.090
7 H -4.56640 -3.61574 2.21154  C2 1.090
8 H -4.49358 -2.06784 3.06245  C2 1.090
9 H -3.29698 -2.37890 0.94006  O3 0.960
10 C -4.63602 0.68368 3.78091  C11 1.559, H13 1.090, H14 1.090, H15 1.090
11 C -3.39071 0.78112 2.84742  C10 1.559, O12 1.400, H16 1.090, H17 1.090
12 O -2.34046 1.51134 3.41560  C11 1.400, H18 0.960
13 H -4.92563 1.68605 4.09629  C10 1.090
14 H -4.42101 0.05929 4.64809  C10 1.090
15 H -5.50699 0.24975 3.28976  C10 1.090
16 H -3.67262 1.22051 1.89057  C11 1.090
17 H -3.03437 -0.20859 2.56172  C11 1.090
18 H -2.09516 1.02169 4.20407  O12 0.960
19 C -4.44240 1.62006 -0.95698  C20 1.516, H22 1.090, H23 1.090, H24 1.090
20 C -5.74180 1.75942 -0.18834  C19 1.516, O21 1.453, H25 1.090, H26 1.090
21 O -6.55406 2.73784 -0.89139  C20 1.453, H27 0.960
22 H -4.51561 1.22783 -1.97132  C19 1.090
23 H -3.77252 0.93014 -0.44376  C19 1.090
24 H -3.90790 2.56998 -0.96387  C19 1.090
25 H -5.54477 2.00996 0.85401  C20 1.090
26 H -6.23586 0.78786 -0.17880  C20 1.090
27 H -7.46210 2.75802 -0.58046  O21 0.960
28 C -1.44602 5.08062 1.32438  C29 1.528, H31 1.090, H32 1.090, H33 1.090
29 C -1.05670 3.71475 0.76062  C28 1.528, O30 1.387, H34 1.090, H35 1.090
30 O -0.50391 2.84490 1.68923  C29 1.387, H36 0.960
31 H -0.53970 5.52470 1.73606  C28 1.090
32 H -2.13655 4.93308 2.15473  C28 1.090
33 H -1.91614 5.76658 0.61972  C28 1.090
34 H -0.31788 3.87961 -0.02364  C29 1.090
35 H -1.89253 3.18910 0.29892  C29 1.090
36 H -1.22810 2.44183 2.17367  O30 0.960
37 C -2.78238 -3.33742 -1.31983  C38 1.496, H40 1.090, H41 1.090, H42 1.090
38 C -2.59443 -4.37879 -0.26272  C37 1.496, O39 1.417, H43 1.090, H44 1.090
39 O -1.96712 -3.75002 0.84171  C38 1.417, H45 0.960
40 H -3.29650 -3.75437 -2.18583  C37 1.090
41 H -1.87733 -2.83333 -1.65878  C37 1.090
42 H -3.42909 -2.55424 -0.92423  C37 1.090
43 H -2.06131 -5.22883 -0.68851  C38 1.090
44 H -3.58503 -4.77770 -0.04433  C38 1.090
45 H -1.59051 -4.40879 1.42975  O39 0.960
46 C 5.68252 1.97848 -0.94599  C47 1.566, H49 1.090, H50 1.090, H51 1.090
47 C 4.40513 1.19852 -0.48661  C46 1.566, O48 1.386, H52 1.090, H53 1.090
48 O 3.36196 1.71037 -1.24168  C47 1.386, H54 0.960
49 H 5.89186 1.91406 -2.01376  C46 1.090
50 H 6.52213 1.63134 -0.34380  C46 1.090
51 H 5.65526 3.05554 -0.78080  C46 1.090
52 H 4.22888 1.19717 0.58905  C47 1.090
53 H 4.46384 0.17507 -0.85701  C47 1.090
54 H 2.52955 1.54653 -0.79241  O48 0.960
55 C 4.18149 4.60932 2.39263  C56 1.524, H58 1.090, H59 1.090, H60 1.090
56 C 2.86183 4.09095 1.83249  C55 1.524, O57 1.452, H61 1.090, H62 1.090
57 O 1.98783 3.59163 2.87864  C56 1.452, H63 0.960
58 H 4.77271 3.82724 2.86898  C55 1.090
59 H 4.06870 5.41591 3.11706  C55 1.090
60 H 4.82987 5.04255 1.63104  C55 1.090
61 H 3.01213 3.42846 0.98007  C56 1.090
62 H 2.35591 4.91778 1.33396  C56 1.090
63 H 1.10113 3.65667 2.51652  O57 0.960
64 C 4.74802 -3.11474 -1.80042  C65 1.565, H68 1.090, H69 1.090, H70 1.090
65 C 3.45065 -3.69233 -2.45860  C64 1.565, C66 1.543, O67 1.442, H71 1.090
66 C 2.25940 -2.73948 -2.22938  C65 1.543, H72 1.090, H73 1.090, H74 1.090
67 O 3.57123 -3.79723 -3.89182  C65 1.442, H75 0.960
68 H 4.64497 -3.15834 -0.71618  C64 1.090
69 H 4.86317 -2.05652 -2.03495  C64 1.090
70 H 5.65909 -3.65622 -2.05508  C64 1.090
71 H 3.33018 -4.67717 -2.00728  C65 1.090
72 H 1.32419 -3.07714 -2.67598  C66 1.090
73 H 2.51194 -1.72842 -2.54887  C66 1.090
74 H 2.05053 -2.63242 -1.16495  C66 1.090
75 H 4.32156 -4.31648 -4.19010  O67 0.960
76 C -0.48719 -1.68905 6.62871  C77 1.529, H80 1.090, H81 1.090, H82 1.090
77 C -0.47338 -0.32035 5.94625  C76 1.529, C78 1.519, O79 1.357, H83 1.090
78 C 0.36470 -0.30216 4.67914  C77 1.519, H84 1.090, H85 1.090, H86 1.090
79 O -1.75957 0.04141 5.71088  C77 1.357, H87 0.960
80 H -0.94704 -2.52126 6.09571  C76 1.090
81 H -0.89046 -1.72788 7.64063  C76 1.090
82 H 0.52174 -2.09664 6.69214  C76 1.090
83 H 0.05095 0.37537 6.60134  C77 1.090
84 H -0.00304 -1.04295 3.96915  C78 1.090
85 H 1.37812 -0.62892 4.91224  C78 1.090
86 H 0.43508 0.62641 4.11267  C78 1.090
87 H -2.33008 -0.18339 6.44952  O79 0.960
88 C -2.71813 -0.30493 -4.22951  C89 1.486, H92 1.090, H93 1.090, H94 1.090
89 C -2.74855 -0.15469 -5.70772  C88 1.486, C90 1.500, O91 1.417, H95 1.090
90 C -1.63164 0.77153 -6.08771  C89 1.500, H96 1.090, H97 1.090, H98 1.090
91 O -2.54983 -1.41684 -6.32055  C89 1.417, H99 0.960
92 H -1.69791 -0.61074 -3.99770  C88 1.090
93 H -3.45566 -1.02197 -3.86897  C88 1.090
94 H -2.82536 0.66820 -3.75033  C88 1.090
95 H -3.66459 0.30546 -6.07814  C89 1.090
96 H -0.74644 0.14718 -5.96639  C90 1.090
97 H -1.46607 1.67352 -5.49856  C90 1.090
98 H -1.73333 1.09025 -7.12510  C90 1.090
99 H -2.39458 -1.26557 -7.25576  O91 0.960
100 C -0.62726 -0.43932 0.81460  C101 1.563, H104 1.090, H105 1.090, H106 1.090
101 C 0.56342 -0.15508 -0.15764  C100 1.563, C102 1.547, O103 1.430, H107 1.090
102 C 0.13044 -0.20820 -1.64169  C101 1.547, H108 1.090, H109 1.090, H110 1.090
103 O 1.19229 1.12498 -0.04996  C101 1.430, H111 0.960
104 H -1.22994 0.43542 1.05891  C100 1.090
105 H -0.25492 -0.88196 1.73846  C100 1.090
106 H -1.37319 -1.15020 0.45914  C100 1.090
107 H 1.32217 -0.90214 0.07537  C101 1.090
108 H 0.90919 0.02521 -2.36775  C102 1.090
109 H -0.76185 0.39206 -1.81945  C102 1.090
110 H -0.20601 -1.23867 -1.75589  C102 1.090
111 H 0.66777 1.60285 0.59665  O103 0.960
112 C 4.16217 -2.28532 1.90623  C113 1.559, H116 1.090, H117 1.090, H118 1.090
113 C 5.11650 -1.18537 2.46285  C112 1.559, C114 1.537, O115 1.372, H119 1.090
114 C 4.39416 -0.02008 3.15693  C113 1.537, H120 1.090, H121 1.090, H122 1.090
115 O 5.95993 -1.77597 3.36977  C113 1.372, H123 0.960
116 H 3.64764 -1.77753 1.09045  C112 1.090
117 H 3.50539 -2.63998 2.70055  C112 1.090
118 H 4.69215 -3.14064 1.48711  C112 1.090
119 H 5.66217 -0.76597 1.61760  C113 1.090
120 H 5.14550 0.64510 3.58251  C114 1.090
121 H 3.83284 -0.45682 3.98292  C114 1.090
122 H 3.67769 0.49639 2.51815  C114 1.090
123 H 5.37051 -2.05626 4.07377  O115 0.960
124 C 0.41003 -6.03950 4.55652  C125 1.512, H128 1.090, H129 1.090, H130 1.090
125 C -0.34263 -4.91004 3.89016  C124 1.512, C126 1.488, O127 1.436, H131 1.090
126 C 0.55726 -3.93895 3.21197  C125 1.488, H132 1.090, H133 1.090, H134 1.090
127 O -1.20728 -5.43059 2.86926  C125 1.436, H135 0.960
128 H -0.15405 -6.46621 5.38588  C124 1.090
129 H 1.35620 -5.72907 4.99979  C124 1.090
130 H 0.74538 -6.84050 3.89771  C124 1.090
131 H -0.99995 -4.45955 4.63387  C125 1.090
132 H 1.20578 -3.43223 3.92664  C126 1.090
133 H 0.10923 -3.05993 2.74863  C126 1.090
134 H 1.22188 -4.40898 2.48709  C126 1.090
135 H -1.89386 -6.01434 3.20008  O127 0.960
136 C -0.67123 3.01901 -2.83958  C137 1.517, H140 1.090, H141 1.090, H142 1.090
137 C -0.14943 4.24438 -3.56531  C136 1.517, C138 1.503, O139 1.419, H143 1.090
138 C -1.02183 4.63384 -4.72612  C137 1.503, H144 1.090, H145 1.090, H146 1.090
139 O -0.02114 5.31844 -2.64701  C137 1.419, H147 0.960
140 H 0.08740 2.65339 -2.14755  C136 1.090
141 H -0.89842 2.16868 -3.48257  C136 1.090
142 H -1.55122 3.23241 -2.23281  C136 1.090
143 H 0.85802 4.03019 -3.92207  C137 1.090
144 H -0.62162 5.52086 -5.21716  C138 1.090
145 H -2.00313 4.93581 -4.36011  C138 1.090
146 H -1.16469 3.83783 -5.45691  C138 1.090
147 H 0.73067 5.16289 -2.07066  O139 0.960
148 C 2.91190 2.82571 -6.35086  C149 1.541, H152 1.090, H153 1.090, H154 1.090
149 C 2.80572 1.34434 -5.93932  C148 1.541, C150 1.536, O151 1.420, H155 1.090
150 C 2.09506 1.08410 -4.60244  C149 1.536, H156 1.090, H157 1.090, H158 1.090
151 O 2.23551 0.60037 -7.00554  C149 1.420, H159 0.960
152 H 3.38915 3.33424 -5.51316  C148 1.090
153 H 1.94959 3.27485 -6.59649  C148 1.090
154 H 3.55440 2.95894 -7.22122  C148 1.090
155 H 3.83342 0.98320 -5.90087  C149 1.090
156 H 2.22040 0.03447 -4.33659  C150 1.090
157 H 1.07289 1.45528 -4.67672  C150 1.090
158 H 2.53393 1.71672 -3.83091  C150 1.090
159 H 2.24157 -0.31348 -6.71156  O151 0.960